# 1
Computed, not measured: C29H27Br4NO2ReTe as an isolated structure at a distorted geometry, with the ωB97M-V functional and the def2-TZVPD basis.

```
65
Properties=species:S:1:pos:R:3
Re 0.223 0.572 0.627
C 2.152 -4.478 0.448
C 2.263 -3.110 -0.251
C 3.525 -3.090 -1.113
C 2.219 -2.054 0.819
C 3.364 -1.553 1.438
C 3.285 -0.725 2.544
C 2.060 -0.365 3.105
C 2.009 0.454 4.350
C 0.885 -0.830 2.487
C 0.962 -1.654 1.325
H 2.123 -5.263 -0.304
H 1.252 -4.546 1.055
H 3.015 -4.649 1.087
H 1.378 -2.981 -0.887
H 4.373 -3.470 -0.551
H 3.760 -2.091 -1.476
H 3.386 -3.741 -1.972
H 4.336 -1.844 1.076
H 4.195 -0.386 3.013
H 1.365 1.325 4.230
H 3.001 0.793 4.630
H 1.612 -0.137 5.175
H -0.048 -0.782 3.054
H 0.097 -2.254 1.027
Br 4.026 6.297 2.110
C 2.667 5.132 1.532
C 1.425 5.654 1.132
Br 1.128 7.507 1.136
C 0.394 4.793 0.740
Br -1.299 5.438 0.256
C 0.586 3.408 0.729
O -0.330 2.542 0.443
C 1.882 2.872 1.075
O 2.011 1.600 0.979
C 2.888 3.753 1.505
Br 4.511 3.002 2.065
C -2.889 -1.513 -0.697
Te -2.348 -0.264 0.997
C -3.837 1.031 0.092
C -4.787 0.094 -0.599
C -6.117 0.431 -0.811
C -6.962 -0.464 -1.447
C -6.489 -1.703 -1.860
C -5.169 -2.059 -1.623
C -4.317 -1.164 -0.994
H -2.782 -2.566 -0.445
H -2.233 -1.272 -1.538
H -3.357 1.731 -0.596
H -4.347 1.609 0.860
H -6.492 1.384 -0.474
H -7.996 -0.201 -1.602
H -7.154 -2.402 -2.344
H -4.815 -3.036 -1.916
C 0.586 0.472 -4.247
C -0.520 1.030 -3.620
C -0.601 0.995 -2.241
N 0.351 0.448 -1.473
C 1.430 -0.066 -2.074
C 1.580 -0.077 -3.449
H 0.672 0.474 -5.323
H -1.310 1.498 -4.184
H -1.444 1.430 -1.724
H 2.194 -0.475 -1.426
H 2.469 -0.504 -3.885
```

Properties
**<S²>**: 3.804
**Charge**: +2
**Multiplicity**: 4
**HOMO-LUMO gap (alpha / beta)**: 0.225 / 0.209 Ha
**ΔE to the lowest compared entry with this formula, charge and spin**: 19.8 kcal/mol

# 2
Computed, not measured: C29H27Cl2MnN7O3S as an isolated structure at a distorted geometry, with the ωB97M-V functional and the def2-TZVPD basis.

```
70
Properties=species:S:1:pos:R:3
Mn 0.844 0.808 1.135
N 2.118 1.535 4.990
C 0.754 1.447 5.325
C 0.080 1.202 4.171
N 0.957 1.085 3.130
C 2.196 1.247 3.639
C 3.242 1.152 2.718
N 2.870 0.883 1.445
C 4.007 0.907 0.683
C 5.088 1.174 1.462
N 4.607 1.374 2.766
H 2.864 1.383 5.642
H 0.405 1.618 6.328
H -0.978 1.098 3.994
H 3.950 0.743 -0.381
H 6.129 1.291 1.218
H 5.168 1.419 3.592
O 1.545 0.789 -2.995
C 1.302 1.316 -1.897
O 1.238 0.640 -0.821
C 1.114 2.828 -1.868
C 1.140 3.441 -3.125
C 0.996 4.803 -3.302
C 0.818 5.598 -2.172
C 0.786 5.020 -0.923
C 0.930 3.628 -0.717
S 0.848 3.134 0.950
H 1.282 2.781 -3.971
H 1.015 5.237 -4.295
H 0.694 6.673 -2.266
H 0.634 5.636 -0.045
C -3.294 -3.985 -2.274
C -1.991 -3.758 -3.031
N -0.990 -3.098 -2.202
C -0.663 -1.708 -2.550
C -1.832 -0.762 -2.341
C -0.332 -3.874 -1.310
O -0.493 -5.095 -1.263
C 0.576 -3.214 -0.319
C 1.679 -3.910 0.153
C 2.495 -3.311 1.095
C 2.190 -2.024 1.514
N 1.129 -1.355 1.074
C 0.324 -1.951 0.194
H -4.028 -4.484 -2.913
H -3.714 -3.041 -1.927
H -3.110 -4.616 -1.405
H -2.158 -3.120 -3.900
H -1.589 -4.713 -3.376
H -0.355 -1.704 -3.602
H 0.201 -1.365 -1.986
H -2.677 -1.010 -2.989
H -1.515 0.255 -2.562
H -2.182 -0.779 -1.309
H 1.869 -4.911 -0.216
H 3.365 -3.817 1.492
H 2.823 -1.495 2.216
H -0.541 -1.361 -0.081
Cl -2.274 2.431 -0.838
C -3.078 1.180 0.086
C -4.420 0.985 -0.115
C -5.129 -0.009 0.570
C -4.410 -0.798 1.469
C -3.066 -0.600 1.666
Cl -2.235 -1.651 2.817
C -2.231 0.397 0.993
N -0.970 0.509 1.161
H -4.927 1.624 -0.829
H -6.187 -0.164 0.404
H -4.902 -1.587 2.027
```

Properties
**<S²>**: 0.816
**Charge**: -2
**Multiplicity**: 2
**HOMO-LUMO gap (alpha / beta)**: 0.129 / 0.127 Ha
**ΔE to the lowest compared entry with this formula, charge and spin**: 5.7 kcal/mol

# 3
Computed, not measured: C29H27N5O7S as an isolated structure at a distorted geometry, with the ωB97M-V functional and the def2-TZVPD basis.

```
69
Properties=species:S:1:pos:R:3
C 6.877 3.749 -0.611
H 7.600 4.339 -0.410
H 5.823 4.133 -0.502
H 6.959 3.304 -1.722
O 6.932 2.594 0.035
C 6.094 1.766 0.096
N 5.218 2.003 -0.825
C 4.233 0.723 -0.946
N 4.183 -0.324 -0.148
C 5.021 -0.336 0.803
C 6.145 0.491 1.188
H 6.924 0.370 1.793
N 4.904 -1.438 1.440
S 4.190 -2.893 1.194
O 4.733 -3.353 -0.260
O 4.436 -3.658 2.236
C 2.450 -2.255 0.833
C 1.826 -2.762 -0.161
C 0.380 -2.591 -0.266
C -0.084 -1.542 0.694
C 0.635 -1.247 1.643
C 2.046 -1.501 2.022
H 2.507 -1.258 2.839
H 0.204 -0.401 2.546
N -1.414 -1.486 0.327
C -2.178 -0.175 0.943
O -1.845 0.468 1.826
C -3.309 0.163 0.225
C -4.452 0.449 0.626
C -4.993 0.014 1.948
C -5.914 0.604 2.646
C -6.303 0.330 3.773
C -5.813 -0.686 4.570
C -4.860 -1.433 3.763
C -4.427 -1.163 2.532
O -3.631 -2.091 2.053
C -3.000 -3.209 2.427
H -2.273 -3.300 1.953
H -3.652 -3.838 2.898
H -2.241 -2.705 3.513
H -4.556 -2.176 4.445
H -5.932 -0.763 5.711
H -6.960 1.093 4.334
H -6.277 1.680 1.973
H -5.208 0.671 -0.028
N -3.186 0.740 -1.236
C -1.888 1.197 -1.726
O -0.925 1.140 -1.090
C -1.817 1.461 -3.058
C -2.635 1.287 -3.946
C -2.709 1.712 -5.286
C -1.645 2.524 -5.658
C -0.820 2.776 -4.729
C -0.786 2.525 -3.458
H -0.070 2.745 -2.697
H 0.181 3.629 -4.822
H -1.550 2.960 -6.764
H -3.363 1.571 -5.997
H -3.614 0.588 -3.668
H -3.968 1.216 -1.556
H -1.885 -1.566 -0.635
H -0.129 -2.741 -1.132
H 2.236 -3.561 -0.894
H 5.829 -1.497 2.352
O 3.305 1.105 -1.925
C 2.254 0.124 -2.025
H 1.500 0.342 -1.302
H 2.652 -0.929 -1.680
H 2.032 0.293 -3.035
```

Properties
**HOMO-LUMO gap**: 0.287 Ha
**ΔE to the lowest compared entry with this formula, charge and spin**: 637.8 kcal/mol

| no. | DFT total energy (eV) |
| --- | --- |
| 1 | -325673.4498 |
| 2 | -114286.0492 |
| 3 | -63102.5665 |